Entry 1:
ORCA calculation (wB97M-V/def2-TZVPD) on a cluster of 2 separate species, C2H10N2S in total in a non-equilibrium geometry.

Structure (XYZ):
```
15
Properties=species:S:1:pos:R:3:forces:R:3
H -1.57348 -3.42285 -0.78550 -0.029 -0.906 -0.647
N 1.28517 0.46298 -0.02485 1.665 -0.090 -1.678
C 1.10815 1.86846 0.29994 0.043 0.949 -0.251
H 1.96383 0.44305 -0.80143 -0.813 0.109 -0.376
H -0.82862 -2.84004 0.68391 -0.018 -0.077 0.056
H 1.09538 2.49018 -0.60176 0.236 -0.443 -0.310
C -0.96395 -2.65709 -0.37865 -0.151 1.568 0.930
H 0.00861 -2.47768 -0.81786 -0.026 -0.445 -0.417
H 1.91671 -0.03611 0.57795 -0.369 -0.035 1.508
H 0.10313 1.98367 0.63240 -0.900 -0.087 0.851
H -0.95257 -0.30271 -0.31465 0.029 0.138 0.009
N 2.03017 2.48745 1.22932 0.108 -0.329 0.658
S -1.96709 -1.12754 -0.59992 0.203 -0.269 0.056
H 2.43058 3.37425 0.98682 0.057 -0.041 -0.322
H 2.70423 1.88235 1.66769 -0.034 -0.041 -0.069
```
Forces are in eV/Å.

SMILES ... NCN.CS

---

Entry 2:
ORCA calculation (wB97M-V/def2-TZVPD) on a cluster of 5 separate species, C7H24N8O5 in total in a non-equilibrium geometry.

Structure (XYZ):
```
44
Properties=species:S:1:pos:R:3:forces:R:3
H 2.56937 23.86175 -14.95488 0.136 0.356 -0.268
C -5.98727 29.21498 -12.03473 -0.817 0.235 -0.572
N 0.38795 25.53109 -13.46471 -0.756 0.496 0.470
N -1.39368 31.29098 -13.81849 -2.252 -0.402 -0.161
N 0.21161 29.71258 -13.99515 -0.813 0.318 -0.159
N -3.78341 27.04554 -13.74631 1.022 -1.501 0.983
H -3.43593 26.32688 -13.13070 -0.408 0.080 0.174
H -0.27210 25.39045 -12.71701 -0.066 0.116 -0.170
O -1.60124 27.61596 -14.25947 0.217 -1.137 0.420
C -8.05583 28.01030 -10.95123 -0.572 0.635 -1.171
H -1.97515 30.46985 -13.82369 -0.718 0.614 0.147
H -8.48932 27.02623 -10.77674 0.628 -0.229 0.192
N -8.00856 28.52273 -16.27232 -0.941 -0.840 -2.080
C -0.10058 31.03456 -13.81776 3.661 0.709 -0.056
H -5.25684 29.44176 -11.25896 0.064 -0.724 0.135
H -7.21586 27.52847 -12.81603 0.292 0.478 -0.389
H -6.61241 30.11134 -12.02114 -0.161 -0.016 -0.434
H 0.02972 25.92809 -14.31763 -0.331 0.367 0.314
N -3.32216 28.69113 -15.17435 -0.327 0.840 -0.266
O 0.73685 31.93438 -13.72260 -0.250 -0.500 0.199
H -4.32253 28.78812 -15.20896 0.094 0.206 -0.617
C 1.25291 24.51015 -13.64126 0.072 -1.640 1.296
H -5.69472 27.09184 -10.50394 -0.039 0.126 0.016
H 1.09331 29.34000 -13.69480 -0.009 0.196 -0.046
H -2.70458 29.16451 -15.81210 -0.244 0.061 -0.047
H -7.28790 29.82757 -14.50002 0.360 0.436 0.306
C -2.81001 27.74202 -14.36587 -0.805 1.040 -0.711
C -7.01881 29.42479 -16.48878 1.439 0.201 1.407
O -6.02900 26.86181 -11.37639 0.450 0.089 -0.738
H -5.86570 30.57294 -15.26547 -0.314 0.208 0.307
H -8.47590 28.25884 -17.12852 -0.136 -0.308 0.290
H 1.96162 25.49905 -15.27234 0.272 -0.220 -0.174
H -8.86923 28.46848 -11.52325 -0.030 0.666 0.365
H -7.87797 28.53621 -10.01443 -0.017 0.019 -0.027
H -8.54131 28.46693 -15.42529 -0.010 0.221 -0.021
N 2.03768 24.67732 -14.70048 1.050 -0.126 -1.368
H -4.73831 27.32982 -13.64494 0.047 -0.007 -0.099
H -1.71519 32.22920 -13.66470 -0.071 -0.176 -0.035
C -6.83483 27.96006 -11.88893 -0.187 -1.759 2.522
H -0.59455 29.10600 -14.10264 0.804 -0.554 0.172
O 1.36472 23.51693 -12.92077 -0.341 0.701 -0.061
N -6.68950 29.99560 -15.28531 0.528 0.356 -0.129
O -6.35708 29.61943 -17.49081 -0.894 -0.250 -0.062
H -5.50452 29.10125 -13.00359 0.371 0.619 0.144
```
Forces are in eV/Å.

SMILES ... NC(N)=O.NC(N)=O.NC(N)=O.NC(N)=O.CC(C)O

---

Entry 3:
ORCA calculation (wB97M-V/def2-TZVPD) on a structure of composition C16H32CuN3O6 in a non-equilibrium geometry.

Structure (XYZ):
```
58
Properties=species:S:1:pos:R:3:forces:R:3
H 16.92601 -2.38757 -14.69552 0.776 -0.639 -0.054
O 17.33177 -8.47233 -11.33738 -2.274 -0.305 -0.312
C 16.90833 -2.29221 -15.78119 -0.182 -0.636 -0.513
H 16.29112 -4.32976 -18.55521 0.405 -0.211 0.096
O 19.41210 -7.94756 -13.88437 -5.934 -1.477 0.025
H 19.29384 -3.73964 -16.50205 -0.345 0.353 0.342
C 18.45533 -3.76601 -17.19797 -0.027 -1.511 0.550
N 16.74371 -4.78005 -15.66461 -0.353 -2.573 0.384
C 14.67965 -4.61080 -8.35988 -1.683 -0.032 -0.262
C 16.15535 -8.83245 -11.42558 1.242 -1.579 0.906
C 16.85172 -11.18248 -11.54018 -0.788 -0.011 -1.128
N 15.72873 -5.35011 -9.02643 -3.254 -1.668 4.049
C 14.52880 -4.35998 -14.39897 1.093 -0.566 0.975
H 16.35829 -12.15436 -11.53311 0.133 -0.157 0.781
C 14.65673 -3.85443 -17.28138 -0.351 -0.083 -0.544
H 13.74215 -9.83561 -10.96151 0.147 0.124 -0.415
H 15.92465 -7.40651 -15.33540 0.352 0.400 -0.184
H 15.90636 -1.88484 -15.91614 -0.045 0.459 -0.599
H 14.15468 -11.44798 -11.67824 -0.237 0.097 0.044
H 15.21235 -7.12753 -7.85506 -1.006 1.529 0.880
H 14.21242 -3.87215 -9.01119 0.636 0.417 -0.043
N 15.78788 -10.17569 -11.44844 1.470 1.477 -0.974
C 16.25723 -4.90134 -10.11199 3.651 0.137 -3.181
C 15.29508 -5.26580 -15.36834 2.422 1.086 0.033
O 21.50675 -8.27590 -14.10489 3.660 -2.534 -1.916
O 17.14849 -5.49306 -10.72615 -1.254 0.758 0.412
H 15.92967 -3.87312 -10.33037 -0.047 -0.073 -0.509
C 15.29521 -6.69585 -14.79981 0.327 -0.078 -0.039
H 15.61526 -6.73445 -13.75857 0.218 0.241 -0.007
H 15.22631 -8.24587 -11.35480 0.364 0.761 -0.244
H 16.79907 -6.40351 -7.63520 0.434 -0.926 -0.335
Cu 18.47175 -6.72268 -12.26814 1.306 -0.126 -1.839
H 18.46383 -4.80233 -17.53570 0.363 -0.093 -0.547
H 14.53301 -3.32926 -14.75353 -0.293 -0.128 0.353
H 14.29817 -7.13430 -14.84199 -0.535 0.199 -0.025
H 16.06610 -2.62860 -18.13388 0.585 0.192 -0.381
C 20.57793 -7.57622 -13.73088 1.099 0.127 0.816
O 20.78913 -6.52052 -13.10085 0.078 3.832 2.717
H 17.66813 -11.04898 -10.83042 -0.219 -0.055 0.065
H 17.24023 -11.18346 -12.55859 0.513 0.518 0.080
C 14.48435 -5.17235 -16.60780 -0.403 -1.002 -0.516
H 13.54312 -4.80802 -14.27335 -0.358 0.383 0.132
H 18.60864 -3.07438 -18.02637 -0.153 0.126 -0.043
C 14.49049 -10.62320 -11.04969 0.558 -0.150 0.882
H 15.07583 -4.46392 -13.46192 -0.022 0.498 0.291
C 17.04539 -3.69029 -16.60227 0.382 1.289 3.649
H 13.95287 -3.83809 -18.11350 0.075 0.231 -0.473
C 16.02772 -6.62298 -8.37341 -0.255 -0.454 0.097
H 16.04665 -7.52494 -8.98512 1.968 0.626 -1.064
H 13.80890 -5.23992 -8.17526 0.040 -0.623 -0.078
H 14.32389 -3.05037 -16.62501 0.120 0.058 0.007
C 16.09740 -3.64152 -17.73248 -2.193 0.558 -0.750
H 14.69891 -10.96044 -10.03435 -0.895 -0.663 0.355
O 17.69804 -5.04020 -14.56911 -1.887 1.287 -1.442
H 14.71773 -6.00860 -17.26683 0.200 0.000 -0.380
H 13.44507 -5.30861 -16.30877 -0.350 -0.090 -0.135
H 14.84090 -4.19466 -7.36543 0.925 0.219 -0.091
H 17.69898 -1.62519 -16.12479 -0.199 0.461 0.103
```
Forces are in eV/Å.

Net charge ... -2

---

Entry 4:
ORCA calculation (wB97M-V/def2-TZVPD) on a structure of composition CH4N2ORb in a non-equilibrium geometry.

Structure (XYZ):
```
9
Properties=species:S:1:pos:R:3:forces:R:3
H -29.94991 0.76271 14.72718 -0.543 -0.010 -0.119
N -30.20260 1.09230 13.80652 3.300 0.504 0.520
Rb -28.23144 -0.12617 11.41647 -0.028 -0.256 0.010
H -30.98046 1.72357 11.62759 -0.494 0.272 0.012
C -31.42352 0.80622 13.30071 1.564 -1.415 3.855
H -29.47519 1.64261 13.37278 -0.589 0.453 0.108
H -32.56204 1.07652 11.66788 0.068 -0.165 0.504
O -32.14703 0.12509 13.92417 -2.917 -2.341 2.510
N -31.68087 1.20998 12.14309 -0.361 2.958 -7.400
```
Forces are in eV/Å.

Net charge ... +1

---

no.,E_HOMO (eV),Kohn-Sham gap (eV)
1,-8.558,9.48
2,-9.269,9.14
3,1.739,1.93
4,-13.353,8.81